Formula: C37H85CaN2O15S5
Source: OMol25
Level of theory: ωB97M-V with the def2-TZVPD basis set

```
145
Properties=species:S:1:pos:R:3:forces:R:3
Ca 0.634448 0.093515 4.327972 0.342 -0.797 -2.355
S 3.100029 2.545696 2.860993 -0.103 0.803 -1.890
S -0.464652 -5.143014 3.963740 -0.279 -0.225 -1.704
S -1.667632 3.338332 -4.392169 -0.200 -1.054 -2.060
S -5.177673 -1.700344 2.089322 -0.638 0.736 0.534
S 1.551662 -2.189873 -5.318372 0.212 0.285 -0.702
O 0.213143 -4.113073 4.738291 0.038 -0.640 -0.114
O -4.265360 -2.293901 3.056491 -0.315 0.231 -0.549
O 0.321560 -0.513684 2.098533 0.405 0.553 0.906
O -1.400629 -6.040819 4.578479 0.180 -0.065 0.568
O -1.610381 0.651420 4.054610 0.253 0.917 -0.135
O 2.360006 1.462401 3.507609 -0.128 -0.079 1.008
O 3.211157 -0.631371 1.104527 -0.664 -0.553 0.065
O 0.987216 -0.863871 -5.082857 0.624 -0.779 0.354
O -6.608967 -1.789248 2.296421 0.680 -0.491 -0.226
O -3.730410 6.316923 -0.162129 -0.151 -0.221 0.006
O -1.043381 4.254221 -3.468486 -0.111 -0.073 0.001
O 0.753513 -3.112733 -6.095173 0.238 0.044 0.529
O 4.539001 2.534874 2.838750 -0.918 -0.104 0.482
O -1.809434 3.635178 -5.809098 0.237 0.322 1.081
O 5.288606 1.239103 -4.256228 -0.293 0.279 -0.485
N 4.244896 3.102964 -2.402172 0.498 -0.503 0.011
N -0.569563 -1.620016 5.673853 -0.041 0.916 -0.077
C -0.781903 -0.575089 1.260592 -0.367 -0.475 0.678
C -0.595846 -1.572988 0.110715 -0.979 0.344 -0.380
C -2.816376 1.934713 -2.624868 -0.249 -0.311 0.997
C 3.218221 -2.048071 -6.098766 -1.157 0.253 -0.130
C -5.288285 0.276893 0.373160 -0.259 -0.216 0.735
C -2.872703 5.184086 -0.180431 0.070 -0.207 -0.033
C -1.691361 5.497617 0.706559 2.025 -0.046 -0.126
C 1.207964 4.445318 2.517216 -0.061 -1.542 -0.759
C 3.469509 -2.041819 0.945652 1.072 0.796 0.411
C 3.745092 1.729161 -2.610126 -0.484 0.331 -0.536
C 2.407770 4.114821 3.399744 -0.067 1.675 0.534
C -3.279652 2.857232 -3.730722 0.196 0.387 0.510
C -1.044549 -5.195934 1.353524 0.633 -0.854 -0.550
C 1.663979 4.024493 1.095100 0.899 1.423 0.141
C -0.908251 1.669125 -4.243437 -1.380 0.237 0.805
C -2.859777 -2.470549 5.753272 -0.280 0.297 0.597
C -4.738118 -2.187206 0.413404 1.283 0.524 -0.211
C -1.258618 0.757366 0.691948 0.298 -0.106 -0.996
C 3.701369 -2.799627 -3.809250 -0.284 1.159 0.503
C 4.155895 -2.886927 -5.260329 0.101 -0.675 -0.320
C -3.587885 3.915259 0.253938 -1.114 -0.375 0.107
C 2.307629 1.608125 -2.125164 0.130 -0.068 0.463
C 2.395608 2.698673 1.195253 -1.119 -1.202 -0.807
C -2.424359 -0.115401 4.880726 -0.893 -2.257 1.647
C 0.469865 -5.482667 1.461996 0.546 0.095 0.428
C 3.886937 1.383404 -4.100903 0.070 -0.806 1.621
C -1.896150 -1.537805 5.004103 -0.447 -0.988 -0.176
C -1.312408 -4.367292 2.577097 -0.390 1.052 0.529
C -4.801734 -0.935713 -0.467823 -0.606 1.089 -0.383
C 0.674904 -6.072151 2.870830 0.878 0.356 0.545
C 2.166660 -2.969298 -3.799965 0.474 -1.275 -0.565
C -2.107199 1.966464 3.837556 -0.354 0.776 0.070
C -1.916270 0.934342 -3.287271 1.074 -0.460 -1.044
C 3.041093 -2.508756 -0.428623 0.568 -1.014 0.367
C 4.994743 -2.210401 1.064282 -0.639 0.116 -0.738
C 5.747062 0.765075 -5.496590 0.081 0.317 -0.607
C -4.868917 0.061229 1.843471 0.425 -0.862 -0.622
H -3.590748 1.347517 -2.123078 -0.338 0.482 -0.007
H 3.084650 2.454068 0.388169 0.668 0.638 0.533
H 5.372292 -1.602352 0.238549 0.478 0.029 0.234
H -1.568383 -1.759357 -0.371250 0.004 0.153 0.025
H -1.405140 0.259453 -2.598631 0.016 0.133 0.081
H 1.993320 -2.367278 -0.665569 -0.112 0.185 0.055
H -2.480148 0.222747 5.928878 0.050 0.752 -0.245
H -0.838014 5.967819 0.199255 -0.514 0.311 -0.576
H 0.888336 4.142132 0.340553 -0.186 -0.807 0.083
H -3.801077 3.763890 -3.425458 0.105 0.010 0.109
H 3.118497 4.922851 3.205123 0.532 -0.484 0.031
H -2.970460 3.019606 0.356610 0.386 0.314 0.085
H -1.172709 4.583052 1.017415 -0.579 -0.188 0.356
H 3.275326 -3.581759 -0.459655 -0.301 -0.022 -0.196
H -4.336512 3.616578 -0.490055 -0.018 0.218 -0.113
H 1.685110 -5.948431 3.267752 -0.027 0.334 -0.103
H 3.059786 -2.417490 -7.109750 0.135 0.063 -0.039
H -1.568058 -6.154316 1.334770 -0.194 0.090 0.265
H -3.455318 -0.276389 4.550348 0.089 0.656 -0.479
H -1.331289 -4.682843 0.435925 0.142 0.147 0.043
H -1.816560 6.162900 1.560251 -0.807 -0.290 0.112
H -4.163088 4.063217 1.173399 0.239 0.086 0.151
H 2.324618 1.551533 -1.032322 -0.204 -0.139 -0.289
H -2.075899 0.535342 -0.003641 -0.326 0.168 0.241
H 5.414753 -1.883463 2.010918 -0.134 0.105 0.041
H -6.372753 0.296970 0.273925 -0.022 0.407 0.329
H -0.875097 -3.371902 2.441750 0.153 -0.066 0.048
H 5.091506 3.146790 -2.970914 -0.100 0.293 0.020
H 4.361543 0.998644 -2.083919 0.042 -0.185 0.087
H 2.061406 -4.045559 -3.964711 -0.695 0.075 -0.080
H -1.795978 -1.967977 4.004914 0.266 0.277 -0.121
H -0.523382 1.225540 0.025464 0.296 0.108 0.323
H 4.101722 -3.929682 -5.594892 -0.459 -0.009 0.080
H 3.700267 -2.064400 -1.173553 -0.259 0.314 -0.040
H -5.451208 -1.114302 -1.325099 -0.204 0.176 0.146
H 1.839518 0.688533 -2.484793 -0.052 0.023 -0.066
H 5.643771 -0.314387 -5.661220 0.037 -0.086 0.522
H -0.381902 -2.619226 5.736328 0.557 0.039 -0.153
H -3.788967 0.186224 1.961418 0.032 0.116 -0.075
H 3.903788 -1.815870 -3.373201 0.411 0.003 -0.186
H 5.220128 -2.710129 -5.422985 -0.081 0.690 0.231
H 3.405210 0.406394 -4.231883 -0.139 0.100 -0.306
H 0.101339 1.784704 -3.864031 0.002 -0.084 -0.037
H -4.852099 1.245296 0.129861 -0.162 -0.117 -0.721
H 0.975795 -6.132526 0.746940 -0.694 -0.273 -0.226
H 0.517683 -7.147973 2.931596 -0.682 0.096 0.015
H -1.592636 1.462134 1.449523 0.092 -0.018 -0.051
H -1.349107 2.595484 3.370444 0.208 -0.277 0.071
H -2.542925 4.986550 -1.207556 0.325 0.254 0.036
H -0.258908 -2.570779 0.386353 0.518 0.240 0.230
H -2.966456 1.991767 3.164870 -0.055 -0.338 0.047
H 3.367838 -0.969316 -6.120876 0.448 -0.066 0.072
H 2.399374 4.756514 0.737395 -0.002 0.179 0.316
H 1.710368 2.481427 -2.393138 0.039 -0.027 -0.198
H -5.398911 0.663250 2.575365 -0.205 -0.180 0.042
H 5.278645 -3.245337 0.872108 0.023 -0.033 0.092
H -3.886971 2.340220 -4.471500 0.268 0.001 -0.230
H -3.669007 -2.412872 0.400613 -0.189 -0.715 0.560
H 3.374929 2.140272 -4.701301 0.440 0.076 -0.389
H 6.796592 1.052517 -5.534825 0.022 -0.227 -0.203
H 0.003094 -1.097535 -0.666037 0.465 -0.297 -0.027
H 1.044422 -4.555629 1.361084 -0.210 0.195 0.251
H 2.236764 -0.572670 1.179238 0.103 0.229 0.219
H -2.259605 2.485247 -1.860594 -0.167 0.109 -0.034
H -3.862445 -0.612902 -0.919529 0.402 -0.722 0.261
H -3.907902 -2.479067 5.459601 0.145 0.331 -0.442
H 4.226471 -3.540321 -3.208730 -0.282 -0.049 0.151
H -2.857299 -2.194501 6.813451 0.090 -0.140 0.058
H -0.964256 1.172634 -5.204754 0.449 0.329 -0.210
H 1.663297 1.899975 1.018801 0.020 -0.198 0.878
H 0.374379 3.819851 2.856288 -0.150 0.088 -0.245
H 4.614562 3.169921 -1.455770 -0.178 0.121 0.008
H -5.336627 -3.035103 0.098553 -0.094 0.035 0.034
H -2.409297 2.433621 4.778551 0.058 -0.092 0.071
H -2.347053 -4.201962 2.883347 -0.077 -0.293 -0.115
H 3.019102 -2.597059 1.776558 -0.436 -0.023 -0.207
H 2.164711 4.192984 4.459949 0.207 -0.565 0.050
H 5.230340 1.213658 -6.354188 -0.004 0.312 0.168
H -0.661992 -1.296180 6.637838 -0.235 -0.133 -0.021
H -2.552048 0.314613 -3.927092 0.138 -0.124 0.057
H 0.866995 5.476400 2.521557 0.297 0.107 0.319
H 1.572385 -2.683726 -2.936896 0.275 0.304 0.032
H -2.527799 -3.505458 5.665881 0.185 0.042 0.076
H -4.497840 6.123601 -0.713211 0.058 0.124 0.010
H -1.681848 -0.894795 1.830346 0.101 -0.390 0.121
```
Positions in Å, forces in eV/Å.

Calculated values
**Highest occupied orbital energy**: -11.24 eV
**Net charge**: +1
**DFT total energy**: -5367.19512 Eh
**Energy above the lowest of the compared OMol25 structures with the same formula, charge and spin**: 137.9 kJ/mol
**LUMO**: -3.238 eV